ORCA calculation (ωB97M-V/def2-TZVPD) on a structure of composition C25H32N6O7P in a non-equilibrium geometry.

- Maximum force: 0.2118 Eh/bohr
- E_HOMO: -11.5 eV

ORCA input file:
```
! wB97M-V def2-TZVPD RIJCOSX def2/J DEFGRID3
* xyz 1 1
N -2.400 -4.114 -2.299
P -3.575 -3.563 -3.182
C -3.774 -1.762 -3.331
C -2.664 -1.088 -4.160
C -1.668 -0.801 -3.108
N -2.181 -0.828 -1.944
C -1.456 -0.659 -0.675
C -1.687 0.729 -0.119
O -2.907 0.784 0.605
C -0.506 1.261 0.735
N 0.774 0.590 0.667
C -3.639 -1.048 -1.993
H -1.821 -3.396 -1.890
H -3.504 -4.000 -4.510
H -4.835 -3.954 -2.717
H -4.722 -1.584 -3.827
H -2.971 -0.225 -4.740
H -2.233 -1.767 -4.891
H -0.619 -0.612 -3.266
H -1.848 -1.409 0.002
H -0.419 -0.892 -0.862
H -1.855 1.419 -0.939
H -2.993 0.009 1.166
H -0.824 1.267 1.770
H -0.358 2.294 0.440
H 0.784 -0.249 1.228
H 1.073 0.397 -0.277
H -4.117 -0.077 -2.052
H -3.989 -1.591 -1.130
C 2.623 3.363 4.440
C 3.605 4.250 3.999
C 3.691 4.598 2.656
C 2.769 4.050 1.787
C 1.795 3.178 2.206
C 1.721 2.825 3.532
N 2.772 4.358 0.351
O 3.638 5.055 -0.116
O 1.850 3.850 -0.271
H 2.572 3.089 5.485
H 4.312 4.667 4.702
H 4.452 5.277 2.302
H 1.108 2.755 1.497
H 0.962 2.121 3.837
C 2.383 -4.894 5.347
C 1.119 -4.646 4.829
C 0.811 -3.397 4.320
C 1.785 -2.417 4.341
C 3.048 -2.638 4.857
C 3.343 -3.891 5.364
N 1.477 -1.093 3.792
O 0.359 -0.900 3.320
O 2.348 -0.257 3.767
H 2.621 -5.872 5.741
H 0.373 -5.427 4.820
H -0.169 -3.189 3.919
H 3.785 -1.850 4.862
H 4.325 -4.085 5.771
C 0.576 2.046 -2.603
C 1.309 1.396 -3.587
C 0.660 0.736 -4.620
C -0.721 0.738 -4.645
C -1.473 1.383 -3.683
C -0.813 2.038 -2.657
N -1.425 0.034 -5.733
O -0.753 -0.543 -6.555
O -2.641 0.062 -5.720
H 1.063 2.548 -1.779
H 2.389 1.401 -3.550
H 1.218 0.222 -5.389
H -2.551 1.376 -3.740
H -1.384 2.554 -1.896
*
```

Atomic partial charges in e from the Löwdin method, atoms 1 to 4:
1 N -0.28
2 P 0.74
3 C -0.37
4 C -0.16